(1)
Formula: C20H28LiN4O2
Source: the Open Molecules 2025 dataset
Level of theory: wB97M-V/def2-TZVPD

Results
Electronic energy: -1155.97839 Ha
Charge: -1
LUMO: 2.9 eV
Strongest force on any atom: 1.0 eV/A

Each line ends with the Löwdin charge.
Geometry (Å):
Li (-1.047, -0.321, -0.403)  0.5467
O (-4.561, 1.429, -0.620)  -0.0501
C (-3.519, 0.739, -0.583)  -0.5644
N (-2.290, 1.188, -0.429)  -0.0176
C (-2.279, 2.620, -0.327)  -0.2155
C (-0.963, 3.321, -0.398)  -0.2595
C (-0.989, 4.723, -0.367)  -0.0391
C (0.191, 5.435, -0.439)  -0.0898
C (1.379, 4.720, -0.546)  -0.0880
C (1.304, 3.340, -0.572)  -0.1465
N (0.173, 2.649, -0.501)  0.1351
C (-3.663, -0.742, -0.692)  -0.1985
C (-4.935, -1.276, -0.494)  -0.0152
C (-5.129, -2.639, -0.579)  -0.0743
C (-4.023, -3.434, -0.880)  -0.0794
C (-2.801, -2.817, -1.066)  -0.1413
N (-2.602, -1.507, -0.967)  0.0682
H (-2.764, 2.937, 0.617)  0.1328
H (-2.915, 3.038, -1.129)  0.1248
H (-1.940, 5.234, -0.297)  0.1096
H (0.195, 6.519, -0.408)  0.0963
H (2.333, 5.223, -0.611)  0.0899
H (2.204, 2.745, -0.657)  0.0874
H (-5.741, -0.587, -0.288)  0.1069
H (-6.107, -3.075, -0.422)  0.0962
H (-4.128, -4.506, -0.980)  0.0913
H (-1.921, -3.400, -1.302)  0.1033
C (0.971, -2.040, 2.877)  -0.1430
N (0.874, -1.073, 1.815)  -0.2705
C (-0.004, 0.003, 2.223)  -0.1314
C (0.388, -1.612, 0.521)  -0.4124
C (0.957, -3.000, 0.210)  -0.1260
O (0.818, -0.697, -0.533)  -0.2561
H (1.334, -1.541, 3.781)  0.0741
H (1.679, -2.825, 2.622)  0.0627
H (-0.002, -2.508, 3.122)  0.0802
H (0.389, 0.495, 3.115)  0.0747
H (-1.022, -0.374, 2.443)  0.0832
H (-0.078, 0.723, 1.414)  0.0460
H (0.383, -3.773, 0.718)  0.0544
H (2.018, -3.145, 0.454)  0.0448
H (0.837, -3.149, -0.863)  0.0619
C (4.135, -1.175, 0.473)  -0.0841
C (3.311, -0.935, -0.791)  -0.3929
C (4.162, -0.242, -1.856)  -0.0926
C (2.076, -0.063, -0.480)  -0.2261
H (4.912, -1.922, 0.305)  0.0700
H (3.491, -1.505, 1.283)  0.0559
H (4.606, -0.244, 0.788)  0.0757
H (2.974, -1.892, -1.201)  0.1224
H (4.505, 0.726, -1.494)  0.0724
H (3.570, -0.078, -2.755)  0.0741
H (5.037, -0.839, -2.112)  0.0677
H (2.001, 0.715, -1.241)  0.0925
H (2.213, 0.415, 0.496)  0.1132



(2)
Formula: C3H14N2Si3
Source: the Open Molecules 2025 dataset
Level of theory: wB97M-V/def2-TZVPD

Results
Electronic energy: -1100.69923 Ha
LUMO: 0.8 eV
Strongest force on any atom: 5.3 eV/A
SMILES string: CC(C)[Si@@H]1N[SiH2]N[SiH2]1

Each line ends with the Löwdin charge.
Geometry (Å):
C (0.460, -0.727, -2.344)  -0.1164
C (-0.507, 0.050, -1.478)  -0.5374
C (-1.063, 1.377, -1.975)  -0.1710
Si (0.350, 0.674, 0.102)  0.4645
N (1.259, -0.782, 0.758)  -0.2812
Si (1.097, -1.480, 2.344)  0.4330
N (0.011, -0.219, 3.012)  -0.3241
Si (-0.840, 0.823, 1.939)  0.3710
H (1.125, -0.075, -2.720)  0.0205
H (0.883, -1.675, -1.723)  0.1195
H (-0.087, -0.998, -3.261)  0.0828
H (-1.395, -0.461, -1.279)  0.0768
H (-0.287, 1.812, -2.487)  0.0365
H (-1.496, 1.923, -1.215)  0.0349
H (-1.783, 1.303, -2.811)  0.0948
H (1.200, 1.937, -0.388)  0.0062
H (1.587, -1.479, 0.144)  -0.0335
H (2.206, -1.526, 3.144)  -0.0742
H (0.488, -2.701, 2.193)  -0.0686
H (0.152, -0.200, 3.973)  -0.0199
H (-2.208, 0.120, 1.661)  -0.0529
H (-1.151, 2.305, 2.410)  -0.0612



(3)
Formula: C2H4N2
Source: the Open Molecules 2025 dataset
Level of theory: wB97M-V/def2-TZVPD

Results
Electronic energy: -187.98268 Ha
LUMO: 1.2 eV
Strongest force on any atom: 2.9 eV/A
SMILES string: C1N2CN12

Each line ends with the Löwdin charge.
Geometry (Å):
C (-0.081, 0.292, 1.011)  -0.1938
N (0.985, 0.123, 0.026)  0.0243
C (0.085, -0.291, -0.959)  -0.2422
N (-0.058, -0.964, 0.334)  0.0471
H (0.067, 0.371, 2.031)  0.0871
H (-0.871, 0.906, 0.783)  0.0721
H (-0.531, 0.455, -1.358)  0.0779
H (0.404, -0.893, -1.869)  0.1275



(4)
Formula: C5H10N3P
Source: the Open Molecules 2025 dataset
Level of theory: wB97M-V/def2-TZVPD

Results
Electronic energy: -701.96417 Ha
LUMO: 0.7 eV
Strongest force on any atom: 4.1 eV/A

Each line ends with the Löwdin charge.
Geometry (Å):
C (0.263, 1.214, -0.200)  -0.1849
C (-0.002, -0.032, 0.065)  -0.1089
C (-0.011, 3.617, -0.015)  -0.1752
C (1.110, -2.176, 0.329)  -0.0539
C (-1.315, -2.002, -0.093)  -0.0584
N (-1.584, 0.380, 1.720)  -0.4231
N (-0.183, 2.300, 0.537)  -0.3988
N (0.023, -1.309, -0.077)  -0.2191
P (-1.545, 1.889, 1.769)  0.7000
H (0.731, 1.368, -1.239)  0.1637
H (-0.186, 3.422, -1.027)  0.0388
H (-0.957, 4.181, 0.390)  0.0872
H (0.877, 4.197, 0.018)  0.0572
H (0.873, -3.106, -0.152)  0.0703
H (2.173, -1.706, -0.045)  0.1513
H (1.194, -2.402, 1.346)  0.0617
H (-1.999, -1.083, 0.062)  0.0665
H (-1.567, -2.590, -1.080)  0.1120
H (-1.381, -2.664, 0.860)  0.1137



(5)
Formula: C9H17N2O
Source: the Open Molecules 2025 dataset
Level of theory: wB97M-V/def2-TZVPD

Results
Electronic energy: -537.50486 Ha
Charge: +1
LUMO: -2.8 eV
Strongest force on any atom: 4.6 eV/A
SMILES string: CC1(C)[NH2+]C(C)(C)N2OCC=C21

Each line ends with the Löwdin charge.
Geometry (Å):
C (-0.887, -0.181, -2.439)  0.0525
C (-0.309, -0.747, -1.155)  -0.4020
C (-0.187, -2.277, -0.966)  0.0001
N (1.016, -0.084, -0.901)  0.2053
C (1.143, 0.531, 0.501)  -0.4458
C (1.169, 2.027, 0.406)  -0.0043
C (2.358, 0.053, 1.263)  0.0100
N (-0.095, -0.060, 1.128)  -0.0047
O (-0.710, 0.780, 2.073)  -0.0673
C (-2.141, 0.555, 1.955)  -0.0926
C (-2.289, -0.043, 0.508)  0.0742
C (-1.026, -0.296, 0.116)  -0.2268
H (-0.320, -0.731, -3.179)  0.1052
H (-0.436, 0.869, -2.400)  0.1238
H (-1.916, -0.223, -2.413)  0.0774
H (0.256, -2.948, -1.668)  0.0770
H (-1.217, -2.794, -0.967)  0.1384
H (0.183, -2.624, -0.030)  0.0806
H (1.741, -0.752, -1.035)  0.1757
H (1.055, 0.581, -1.585)  0.1106
H (0.084, 2.188, 0.078)  0.1169
H (1.873, 2.597, -0.225)  0.1053
H (1.224, 2.486, 1.503)  0.1511
H (2.262, -0.962, 1.463)  0.0704
H (2.239, 0.631, 2.159)  0.0948
H (3.362, 0.272, 0.873)  0.1136
H (-2.765, 1.515, 2.151)  0.1541
H (-2.430, -0.089, 2.728)  0.0918
H (-3.238, -0.274, 0.058)  0.1146



(6)
Formula: C2HN5
Source: the Open Molecules 2025 dataset
Level of theory: wB97M-V/def2-TZVPD

Results
Electronic energy: -350.36597 Ha
LUMO: -0.9 eV
Strongest force on any atom: 3.9 eV/A

Each line ends with the Löwdin charge.
Geometry (Å):
C (0.536, 0.156, 2.439)  0.1388
C (0.168, 0.170, 1.286)  -0.2197
N (-1.017, 0.478, -0.632)  0.0002
N (-1.104, 0.268, -1.944)  -0.0485
N (-0.037, 0.048, 0.011)  -0.0096
N (-0.136, -0.381, -2.394)  -0.1463
N (0.843, -0.928, -2.229)  0.2697
H (0.746, 0.189, 3.464)  0.0154



strongest force on any atom of number 1 (C20H28LiN4O2)?
1.0 eV/A